# C4H5N3

C4H5N3 in the gas phase in a non-equilibrium geometry (ωB97M-V/def2-TZVPD, the Open Molecules 2025 dataset).

Spin multiplicity: 1
Energy relative to the best compared isomer or geometry (same formula, charge and spin) in kJ/mol: 134.6
Structure (SMILES): Nc1cnccn1

```
12
Properties=species:S:1:pos:R:3:forces:R:3:mulliken_charge:R:1
N -0.211294 -1.054851 0.664087 -0.4 1.5 0.6 -0.62
N -0.098720 1.632571 -0.116404 0.9 1.5 -0.8 -0.54
N 0.597001 -1.575098 -1.372635 0.6 -5.4 -0.8 -0.40
C 0.144736 0.697996 -0.981875 1.0 -1.3 -0.7 -0.28
C -0.495226 -0.057170 1.516419 0.0 2.1 0.4 -0.10
C 0.215252 -0.652500 -0.549676 -1.1 2.9 0.9 0.76
C -0.259767 1.359622 1.150903 -1.9 -1.8 1.3 -0.20
H 0.933456 -1.483612 -2.330883 -0.4 0.1 0.9 0.20
H -1.017243 -0.289306 2.503663 1.1 0.1 -1.4 0.31
H -0.441485 2.286715 1.756329 0.1 -1.5 0.0 0.34
H 0.409818 -2.537534 -0.930690 0.7 1.8 -1.6 0.28
H 0.476575 0.917700 -2.038401 -0.8 0.1 1.2 0.24
```
Positions in Å, forces in eV/Å.